Formula: C33H54N6O6PTi
Source: the Open Molecules 2025 dataset
Level of theory: ωB97M-V/def2-TZVPD

Element x y z (Å)
1 Ti 0.2202 0.1374 0.5183
2 C -1.6827 3.0188 0.6727
3 O -1.7847 1.6678 0.2287
4 C -2.3493 1.5932 -1.0665
5 C -2.4393 0.1504 -1.4515
6 O -1.1135 -0.3647 -1.5422
7 C -1.0225 -1.6517 -2.1611
8 C 0.2505 -1.7064 -2.9537
9 O 1.2750 -1.4854 -2.0319
10 C 2.5492 -1.2337 -2.5877
11 H -2.6822 3.4338 0.8273
12 H -1.1462 3.6234 -0.0627
13 H -1.1263 3.0179 1.6023
14 H -1.7183 2.1353 -1.7772
15 H -3.3504 2.0350 -1.0756
16 H -2.9346 0.0649 -2.4205
17 H -3.0115 -0.3989 -0.7026
18 H -1.8773 -1.8009 -2.8249
19 H -1.0174 -2.4262 -1.3931
20 H 0.2463 -0.9389 -3.7389
21 H 0.3380 -2.6882 -3.4388
22 H 2.9400 -2.1238 -3.0918
23 H 3.2000 -0.9598 -1.7596
24 H 2.5120 -0.4019 -3.2978
25 C 6.8570 -1.0483 -2.3616
26 O 6.7693 0.1412 -3.1245
27 C 6.3682 1.2655 -2.4666
28 C 6.3751 2.4471 -3.2020
29 C 5.9831 3.6313 -2.6094
30 C 5.5350 3.6704 -1.2895
31 C 5.5480 2.4846 -0.5635
32 C 5.9697 1.2902 -1.1360
33 N 5.2277 4.9619 -0.7599
34 N 4.3587 5.1303 0.1405
35 C 3.3564 4.2106 0.4501
36 C 2.9738 4.1730 1.7985
37 C 2.0710 3.2480 2.2816
38 C 1.4922 2.3359 1.4017
39 O 0.5867 1.3815 1.7951
40 C 1.7600 2.4086 0.0420
41 N 1.0958 1.4750 -0.7569
42 C 1.1234 1.6840 -2.0930
43 C 1.8398 2.6962 -2.6744
44 C 2.6405 3.5413 -1.8821
45 C 2.6277 3.3979 -0.4938
46 H 7.2480 -1.8124 -3.0265
47 H 5.8763 -1.3623 -1.9925
48 H 7.5323 -0.9295 -1.5110
49 H 6.7039 2.4131 -4.2340
50 H 6.0071 4.5597 -3.1688
51 H 5.2347 2.4842 0.4713
52 H 5.9664 0.3925 -0.5334
53 H 3.4649 4.8659 2.4704
54 H 1.8207 3.2050 3.3345
55 H 0.5634 0.9861 -2.6982
56 H 1.8204 2.8100 -3.7497
57 H 3.2336 4.3129 -2.3495
58 C -3.5161 -3.1538 0.4297
59 N -3.5645 -2.5163 1.7451
60 C -4.1968 -3.3768 2.7451
61 P -2.2697 -1.5962 2.2444
62 O -1.4204 -1.2526 1.0593
63 N -2.9304 -0.3017 3.0085
64 C -2.0103 0.6008 3.7137
65 C -4.3149 -0.1860 3.4385
66 N -1.3376 -2.3672 3.3565
67 C -1.7279 -2.5164 4.7511
68 C -0.4154 -3.3961 2.8699
69 H -4.5338 -3.3922 0.1151
70 H -2.9362 -4.0841 0.4436
71 H -3.0772 -2.4848 -0.2975
72 H -5.2437 -3.5329 2.4783
73 H -4.1701 -2.9237 3.7339
74 H -3.7099 -4.3573 2.8033
75 H -1.0007 0.5359 3.3187
76 H -1.9746 0.3829 4.7862
77 H -2.3525 1.6282 3.5827
78 H -4.9625 -0.7948 2.8147
79 H -4.6299 0.8542 3.3364
80 H -4.4457 -0.4722 4.4892
81 H -2.4797 -1.7777 5.0251
82 H -0.8568 -2.3633 5.3927
83 H -2.1298 -3.5136 4.9564
84 H -0.0181 -3.1067 1.8986
85 H -0.9009 -4.3781 2.8056
86 H 0.4240 -3.4770 3.5617
87 C 3.9136 -0.3483 1.4698
88 C 2.7474 -1.2274 1.9478
89 C 2.3531 -0.7827 3.3646
90 C 3.2516 -2.6752 2.0214
91 C 1.5818 -1.1252 0.9557
92 H 4.7469 -0.3881 2.1822
93 H 3.6011 0.6910 1.3611
94 H 4.2791 -0.6955 0.4973
95 H 3.1690 -0.9765 4.0701
96 H 1.4625 -1.3226 3.7026
97 H 2.1235 0.2830 3.3879
98 H 4.0976 -2.7639 2.7125
99 H 3.5808 -3.0169 1.0345
100 H 2.4621 -3.3515 2.3639
101 H 1.5719 -1.9991 0.2902

Summary:
Gap between HOMO and LUMO (alpha / beta): 4.51 / 6.34 eV
DFT total energy: -3260.604087 Eh
Charge: 0
HOMO level (alpha / beta): -0.162 / -0.230 Ha
Relative energy (zero: lowest compared OMol25 entry of this formula, charge and spin): 54.2 kJ/mol
Multiplicity: 2
LUMO energy (alpha / beta): 0.0034 / 0.0033 Eh


Formula: C5H15N2O
Source: the Open Molecules 2025 dataset
Level of theory: ωB97M-V/def2-TZVPD

Element x y z (Å)
1 C -0.5112 1.1946 -3.0468
2 C -0.5410 1.0265 -1.5290
3 C -2.4674 -0.3580 -1.2618
4 N -1.1267 -0.2808 -1.1938
5 H -0.0668 2.1449 -3.3581
6 H 0.0405 0.3664 -3.4856
7 H -1.5467 1.2252 -3.3833
8 H -1.1631 1.7934 -1.0369
9 H 0.4557 1.1012 -1.0791
10 H -3.0430 0.5341 -1.5071
11 H -2.9739 -1.2924 -1.0443
12 C 1.4285 -0.4868 2.7748
13 O 2.3583 0.4883 3.2200
14 C 1.0191 -0.1672 1.3545
15 N 0.2910 -1.3198 0.7435
16 H 0.5000 -0.5429 3.3633
17 H 1.9151 -1.4676 2.8304
18 H 2.8736 0.0613 3.9131
19 H 0.4053 0.7268 1.2530
20 H 1.8733 -0.0174 0.6947
21 H -0.2876 -1.7620 1.4565
22 H 0.9334 -2.0353 0.4170
23 H -0.3667 -0.9324 -0.0950

Summary:
Gap between HOMO and LUMO (alpha / beta): 4.02 / 8.21 eV
DFT total energy: -384.110623 Eh
Charge: 0
HOMO level (alpha / beta): -0.141 / -0.296 Ha
Relative energy (zero: lowest compared OMol25 entry of this formula, charge and spin): 177.0 kJ/mol
Multiplicity: 2
LUMO energy (alpha / beta): 0.0065 / 0.0059 Eh


Formula: C21H41NO11P2S4
Source: the Open Molecules 2025 dataset
Level of theory: ωB97M-V/def2-TZVPD

Element x y z (Å)
1 C -4.1070 -0.5103 -3.0633
2 C -2.6761 -0.4138 -2.5055
3 C -1.5712 -1.0821 -3.3534
4 C -0.2384 -0.3267 -3.3220
5 P 0.2332 0.2673 -5.0603
6 O 1.6478 0.1735 -5.4899
7 O -0.2604 0.9590 -2.6111
8 C 1.0603 1.2680 -2.3785
9 O 1.4600 2.3573 -2.1580
10 O 1.8020 0.1364 -2.4348
11 C 0.8763 -0.9683 -2.5040
12 C 1.5083 -2.3123 -2.7804
13 C 2.4040 -2.4572 -4.0252
14 C 1.6862 -3.2140 -5.1321
15 N 1.3713 -2.5420 -6.3168
16 O 1.4069 -4.3755 -4.9826
17 P 0.2203 -1.1531 -0.7023
18 S 1.5809 -1.1075 0.6567
19 H -4.5511 0.4847 -3.0806
20 H -4.1538 -0.9152 -4.0782
21 H -4.7404 -1.1204 -2.4158
22 H -2.4442 0.6383 -2.3449
23 H -2.6802 -0.8890 -1.5180
24 H -1.3880 -2.0845 -2.9480
25 H -1.9226 -1.2432 -4.3754
26 H -0.2607 1.5778 -4.9917
27 H -0.6720 -0.4020 -5.9058
28 H 0.7200 -3.0726 -2.7996
29 H 2.1229 -2.5292 -1.8993
30 H 2.8045 -1.4980 -4.3547
31 H 3.2430 -3.0987 -3.7429
32 H 1.7875 -1.6162 -6.3496
33 H 0.3743 -2.4812 -6.4834
34 H -0.7506 -0.1610 -0.5282
35 H -0.5119 -2.3481 -0.7928
36 O -4.8086 2.0507 -1.2341
37 S -4.6375 2.5039 0.1272
38 O -4.9041 3.8753 0.4697
39 C -5.5386 1.4020 1.2139
40 C -4.5333 0.3048 1.5509
41 C -3.1996 1.0179 1.8203
42 C -2.9903 2.0309 0.6895
43 H -6.4283 1.0532 0.6949
44 H -5.8191 1.9775 2.0955
45 H -4.8597 -0.2812 2.4083
46 H -4.4291 -0.3742 0.7006
47 H -3.2483 1.5384 2.7775
48 H -2.3673 0.3177 1.8745
49 H -2.4707 2.9300 1.0114
50 H -2.4755 1.5929 -0.1652
51 O 1.7279 -3.7355 3.1245
52 S 1.8961 -3.2886 4.4850
53 O 0.9118 -3.6240 5.4837
54 C 3.5295 -3.7717 5.0449
55 C 4.4166 -2.5955 4.6485
56 C 3.6247 -1.3294 5.0071
57 C 2.1989 -1.5167 4.4813
58 H 3.7950 -4.7145 4.5726
59 H 3.4793 -3.8939 6.1266
60 H 5.3773 -2.6335 5.1605
61 H 4.6065 -2.6226 3.5733
62 H 3.6085 -1.2066 6.0921
63 H 4.0748 -0.4338 4.5816
64 H 1.4455 -1.0409 5.1023
65 H 2.0889 -1.1717 3.4569
66 O 1.6123 1.4009 3.3292
67 S 0.7139 2.3733 2.7545
68 O -0.7094 2.2577 2.9635
69 C 1.2777 4.0060 3.2300
70 C 2.2468 4.4002 2.1194
71 C 1.5803 3.9738 0.8034
72 C 1.0667 2.5440 0.9979
73 H 1.7262 3.9449 4.2186
74 H 0.4039 4.6571 3.2521
75 H 2.4578 5.4684 2.1399
76 H 3.1919 3.8682 2.2473
77 H 0.7461 4.6430 0.5835
78 H 2.2677 4.0206 -0.0386
79 H 0.1496 2.3447 0.4481
80 H 1.8159 1.7961 0.7474

Summary:
Gap between HOMO and LUMO: 9.55 eV
DFT total energy: -3982.616525 Eh
Charge: 0
HOMO level: -0.344 Ha
Relative energy (zero: lowest compared OMol25 entry of this formula, charge and spin): 0.0 kJ/mol
Multiplicity: 1
LUMO energy: 0.0073 Eh


Formula: C3H3N3O
Source: the Open Molecules 2025 dataset
Level of theory: ωB97M-V/def2-TZVPD

Element x y z (Å)
1 O -1.2288 -1.5636 1.5415
2 C -0.4713 -0.8568 0.9300
3 N 0.3559 0.1373 1.3603
4 C 0.5187 1.1424 0.5194
5 C 0.4801 0.9008 -0.8642
6 N 0.3532 -0.3513 -1.2850
7 N -0.3974 -1.0834 -0.5530
8 H 0.7684 2.1233 0.9482
9 H 0.2384 1.5724 -1.6705
10 H -0.6053 -2.0027 -0.9314

Summary:
Gap between HOMO and LUMO: 8.34 eV
DFT total energy: -355.549658 Eh
Charge: 0
HOMO level: -0.341 Ha
Relative energy (zero: lowest compared OMol25 entry of this formula, charge and spin): 236.9 kJ/mol
Multiplicity: 1
LUMO energy: -0.0348 Eh


Formula: C14H40F12N22O18S4
Source: the Open Molecules 2025 dataset
Level of theory: ωB97M-V/def2-TZVPD

Element x y z (Å)
1 C -1.9563 3.8458 -0.6615
2 F -0.6845 3.4646 -0.8242
3 F -2.5705 3.7648 -1.8070
4 F -2.6155 3.0634 0.2221
5 S -1.9589 5.5045 0.0612
6 O -3.2617 5.5407 0.6289
7 O -0.7013 5.6157 0.8442
8 N -1.9992 6.3681 -1.3542
9 S -2.7847 7.7657 -1.2503
10 O -2.7156 8.4790 0.0113
11 O -2.5543 8.4649 -2.4873
12 C -4.5130 7.1953 -1.4308
13 F -5.1931 7.8499 -2.4112
14 F -4.5627 5.9002 -1.7744
15 F -5.2236 7.3449 -0.2853
16 C 3.1256 -1.3603 -2.1106
17 F 2.4360 -1.4423 -3.2607
18 F 3.4652 -2.5212 -1.5351
19 F 4.3068 -0.6782 -2.3414
20 S 2.3357 -0.0611 -0.9837
21 O 3.3153 0.2021 0.0310
22 O 1.8918 0.8577 -1.9705
23 N 1.0731 -0.9910 -0.4040
24 S 0.4298 -0.1822 0.8870
25 O 1.0825 -0.5549 2.1042
26 O -0.0250 1.1241 0.5771
27 C -1.1904 -1.1592 1.0102
28 F -2.0795 -0.3627 1.6421
29 F -1.7594 -1.4842 -0.1874
30 F -1.0599 -2.2256 1.8254
31 C -0.7867 -0.8077 -4.6451
32 O -0.0475 -0.0172 -5.1534
33 N -1.3091 -0.6363 -3.4496
34 N -0.9580 -1.9674 -5.3158
35 H -0.8173 0.1455 -3.0386
36 H -1.5973 -1.3948 -2.8174
37 H -1.5884 -2.6671 -4.9036
38 H -1.0867 -1.7395 -6.3019
39 C 3.5027 -0.3249 4.9955
40 O 4.1298 -0.5987 5.9393
41 N 2.4493 -1.1440 4.6047
42 N 3.7114 0.8482 4.3255
43 H 2.5161 -2.0400 5.0637
44 H 1.7272 -0.9373 3.9268
45 H 3.0260 1.1442 3.6508
46 H 3.9083 1.5034 5.0823
47 C 0.1320 3.0696 3.7802
48 O -0.0632 1.8623 3.6432
49 N -0.8497 3.8931 4.0272
50 N 1.4491 3.4215 3.7387
51 H -1.7930 3.4278 4.0177
52 H -0.8520 4.8058 3.5747
53 H 1.5291 4.3398 3.2808
54 H 1.8717 2.7807 3.0260
55 C -0.6150 -4.2159 -1.6867
56 O -1.2513 -4.9844 -2.4210
57 N -0.7281 -4.3887 -0.3909
58 N 0.0855 -3.2919 -2.3307
59 H -1.5381 -4.9649 -0.1538
60 H -0.5165 -3.6138 0.2508
61 H 0.6589 -2.5701 -1.8990
62 H 0.4365 -3.7714 -3.1650
63 C 3.1619 -6.8811 -0.9173
64 O 3.4999 -7.8330 -1.6400
65 N 2.4575 -7.0612 0.1793
66 N 3.6274 -5.6650 -1.2894
67 H 2.7180 -6.6029 1.0529
68 H 2.2079 -8.0428 0.1904
69 H 3.5390 -4.8405 -0.6968
70 H 3.6171 -5.5832 -2.3070
71 C 0.0301 3.3097 -4.0460
72 O -0.1514 4.3659 -3.4285
73 N 1.1714 2.5854 -3.9893
74 N -1.0246 2.9432 -4.7925
75 H 1.6211 2.7750 -3.1039
76 H 1.1780 1.6015 -4.2421
77 H -1.0658 1.9950 -5.1439
78 H -1.8211 3.4646 -4.4424
79 C 3.1109 -3.5276 1.5445
80 O 3.6568 -4.5739 1.9024
81 N 1.8951 -3.6457 0.9986
82 N 3.7129 -2.3815 1.6947
83 H 1.6025 -2.9663 0.2888
84 H 1.8246 -4.6117 0.6583
85 H 3.2133 -1.4803 1.6203
86 H 4.5431 -2.5686 2.2739
87 C -2.7890 -0.4764 5.6828
88 O -3.1075 -1.5796 6.1135
89 N -1.9747 -0.3279 4.6496
90 N -3.2989 0.5796 6.3354
91 H -1.3746 0.4535 4.4014
92 H -1.5680 -1.2249 4.4027
93 H -3.6818 0.3242 7.2333
94 H -2.9976 1.5315 6.1427
95 C 3.1415 -3.4023 -6.0424
96 O 3.9948 -3.8106 -5.2784
97 N 2.4493 -4.1039 -6.9281
98 N 2.8353 -2.0664 -6.0590
99 H 2.8022 -5.0558 -7.0352
100 H 2.1265 -3.6454 -7.7766
101 H 1.8519 -1.8272 -6.2241
102 H 3.1387 -1.5898 -5.2158
103 C -4.5563 2.2659 3.9708
104 O -3.5183 2.9542 4.2744
105 N -4.4873 1.5498 2.8588
106 N -5.5472 2.4289 4.8548
107 H -3.8559 1.9513 2.1457
108 H -5.3073 1.1357 2.4099
109 H -6.2280 1.6991 5.0832
110 H -5.1616 2.9666 5.6147

Summary:
Gap between HOMO and LUMO: 8.57 eV
DFT total energy: -5908.014947 Eh
Charge: -2
HOMO level: -0.191 Ha
Multiplicity: 1
LUMO energy: 0.1237 Eh


Formula: C9H14N2O2S
Source: the Open Molecules 2025 dataset
Level of theory: ωB97M-V/def2-TZVPD

Element x y z (Å)
1 C 2.3610 -0.9102 1.6292
2 C 1.7690 -1.2740 -1.6419
3 C 0.7144 -0.1719 -1.7068
4 C 2.0443 -1.9382 0.7162
5 C 1.5659 -3.1601 1.3164
6 C -3.0478 1.7842 -1.2001
7 C -1.1181 1.7671 1.8236
8 C 0.2028 0.2717 -0.4047
9 C -0.8213 1.4240 -0.5691
10 N 2.4337 -0.1640 2.4954
11 N 2.1161 -1.9275 -0.5453
12 O -2.1244 0.7950 -0.7937
13 O -0.8753 2.2502 0.5814
14 S 1.8916 1.0240 -2.6220
15 H 2.1896 -1.5456 -2.5086
16 H -0.0895 -0.4544 -2.4270
17 H 0.5412 -2.8255 1.5811
18 H 2.1269 -3.4284 2.2317
19 H 1.5240 -4.0517 0.6434
20 H -4.0281 1.3492 -1.0699
21 H -2.9215 1.9143 -2.3749
22 H -2.9161 2.5830 -0.4607
23 H -2.2272 1.9019 2.1049
24 H -0.4113 2.1617 2.5277
25 H -0.9827 0.6764 1.8065
26 H 1.0460 0.5808 0.2187
27 H -0.3316 -0.6824 0.0454
28 H -0.6313 2.0506 -1.3966

Summary:
Gap between HOMO and LUMO (alpha / beta): 6.11 / 6.11 eV
DFT total energy: -1009.329497 Eh
Charge: 0
HOMO level (alpha / beta): -0.292 / -0.292 Ha
Relative energy (zero: lowest compared OMol25 entry of this formula, charge and spin): 607.1 kJ/mol
Multiplicity: 1
LUMO energy (alpha / beta): -0.0674 / -0.0673 Eh


Formula: C10H17NZr
Source: the Open Molecules 2025 dataset
Level of theory: ωB97M-V/def2-TZVPD

Element x y z (Å)
1 Zr -0.7585 0.3832 -0.7302
2 C -0.2681 0.8566 -4.9075
3 H 0.1443 0.6189 -3.9551
4 H 0.4897 0.3826 -5.5944
5 H -0.2565 1.9543 -4.9391
6 H -1.2249 0.4133 -5.0256
7 H -1.9738 -0.6809 -0.2029
8 C 0.4901 -2.5594 -0.8661
9 N 0.5470 -1.2249 -0.1998
10 C 1.9015 -0.6158 -0.4209
11 C 0.2296 -1.2584 1.2914
12 C -0.1525 0.1020 1.8426
13 C -0.4492 0.2161 3.2081
14 C -0.9006 1.4410 3.7103
15 C -1.1335 2.5234 2.8471
16 C -0.9537 2.3827 1.4817
17 C -0.2047 1.2693 1.0387
18 H 0.6383 -2.4009 -1.9368
19 H -0.4986 -3.0001 -0.7255
20 H 1.2785 -3.2310 -0.4925
21 H 1.8218 0.4691 -0.2439
22 H 2.6165 -1.0715 0.2842
23 H 2.1966 -0.7939 -1.4534
24 H -0.5783 -1.9970 1.4607
25 H 1.1115 -1.6342 1.8444
26 H -0.3004 -0.6871 3.8117
27 H -1.0282 1.5370 4.7978
28 H -1.5050 3.4580 3.2800
29 H -1.2790 3.1477 0.7950

Summary:
Gap between HOMO and LUMO: 7.75 eV
DFT total energy: -492.275742 Eh
Charge: +2
HOMO level: -0.618 Ha
Multiplicity: 1
LUMO energy: -0.3336 Eh


Formula: C4H7I
Source: the Open Molecules 2025 dataset
Level of theory: ωB97M-V/def2-TZVPD

Element x y z (Å)
1 C 0.8327 -1.0471 0.2666
2 C -0.3377 -0.0834 0.2827
3 C 0.5859 1.0848 0.5481
4 C -1.1692 0.0022 -1.0569
5 I 1.1882 1.4848 2.5734
6 H 1.2839 -1.5788 1.1687
7 H 1.3436 -1.4659 -0.5512
8 H -1.0285 -0.1813 1.1370
9 H 1.4419 1.2408 -0.1695
10 H -0.4330 0.4312 -1.8364
11 H -1.8009 0.8998 -0.9865
12 H -1.9068 -0.7871 -1.3759

Summary:
Gap between HOMO and LUMO (alpha / beta): 8.25 / 8.24 eV
DFT total energy: -454.161244 Eh
Charge: 0
HOMO level (alpha / beta): -0.295 / -0.299 Ha
Relative energy (zero: lowest compared OMol25 entry of this formula, charge and spin): 246.1 kJ/mol
Multiplicity: 1
LUMO energy (alpha / beta): 0.0080 / 0.0040 Eh


> Look up the DFT total energy of the fourth one.

-355.549658 Eh